No. 1
{
  "formula": "C50H39BrN4O2S3Sn",
  "method": "ωB97M-V with the def2-TZVPD basis set",
  "elements": ["C", "C", "C", "C", "N", "C", "C", "C", "N", "O", "C", "C", "C", "H", "C", "H", "C", "H", "H", "H", "S", "C", "H", "H", "C", "C", "C", "H", "H", "C", "C", "C", "C", "C", "H", "C", "H", "H", "C", "C", "C", "H", "H", "C", "C", "H", "H", "C", "H", "H", "C", "H", "C", "H", "C", "H", "H", "H", "H", "C", "C", "H", "H", "C", "H", "C", "H", "H", "N", "C", "C", "Sn", "O", "H", "H", "C", "Br", "H", "C", "C", "C", "C", "C", "N", "H", "H", "C", "C", "S", "C", "S", "C", "C", "C", "H", "H", "H", "C", "H", "H"],
  "xyz": [[2.647279, -4.042649, -3.814074], [-2.590492, 4.630163, -2.122303], [3.095490, 1.898179, -1.957215], [-3.157079, 2.819823, 0.665197], [2.336191, -1.559102, -0.374553], [5.261694, 2.663395, -1.238213], [-6.756856, -1.361080, -1.509597], [4.707419, 0.334195, -1.043177], [0.890085, -0.124788, -2.171941], [-3.821938, 0.772462, -1.993543], [0.756226, -4.785826, 3.236693], [-0.384236, 2.493438, 0.682032], [2.908008, -1.878286, -2.833949], [-3.349714, 5.406861, -2.098012], [1.564763, -2.545992, 1.881989], [-0.509288, 1.053209, 3.518067], [-2.412260, 0.871275, -2.148861], [-8.207143, 2.213405, -1.637467], [1.199929, -3.133390, -2.497377], [-3.263461, 0.671006, 0.764289], [1.965792, -1.053506, 1.026876], [1.279438, -3.691230, 1.161970], [4.246164, -4.673300, -5.101435], [6.508864, 0.836336, 3.685937], [4.104004, -1.685912, -3.510581], [-0.295179, 3.964937, -2.169514], [-2.640510, -2.159255, 3.861375], [-0.289863, 4.635957, 0.555575], [0.685963, 2.342264, 0.657124], [-0.670899, 2.635957, -2.184259], [3.356108, 0.833930, 2.454682], [-2.423358, -1.348316, 4.967618], [-5.876144, -0.280511, -1.704111], [5.617495, 0.473844, 3.188930], [0.425642, -5.668243, 3.771392], [-2.986304, 3.303712, -2.138351], [4.650075, -0.757757, -3.421548], [0.953604, -3.599232, 5.022015], [-2.088654, -1.822279, 2.630202], [4.579587, -2.700574, -4.333593], [-1.243983, 4.988685, -2.133526], [-4.231329, 2.951070, 0.626132], [-2.733343, 4.924100, 0.564664], [0.873443, -4.821237, 1.854944], [-4.403187, -0.378963, -1.905864], [4.433136, -2.263945, 1.565474], [6.596977, 1.161265, -0.465910], [3.862056, -3.879696, -4.471433], [1.362906, -3.676565, 0.080820], [4.515331, 2.282154, 3.526239], [2.161560, -3.039311, -2.993795], [-8.774067, -2.008373, -1.262909], [1.459972, -2.489344, 3.266157], [5.508094, -2.560875, -4.872601], [-0.937250, 3.771211, 0.626587], [-4.042531, 3.064117, -2.116030], [-2.242795, -2.416557, 1.735242], [0.762817, 4.222002, -2.179909], [1.683262, -1.569713, 3.796587], [-1.320647, -0.676446, 2.536513], [4.499718, 1.287775, 3.097191], [-2.861765, -1.610426, 5.924084], [4.968351, -0.683555, -0.780004], [-2.624364, 1.549372, 0.737786], [5.970171, 3.472041, -1.102757], [5.615201, 1.367313, -0.876673], [3.744435, 3.937561, -2.070522], [0.639527, -5.729403, 1.312151], [-0.929987, -1.306592, -0.076232], [-6.449891, 1.000757, -1.733481], [-8.658077, 0.121623, -1.448267], [-1.363568, -1.043459, -2.294956], [-3.749388, -1.418138, -1.988625], [6.474669, -1.444383, 2.726379], [-5.787109, 1.844388, -1.872878], [-2.309896, 3.928922, 0.622726], [-6.224547, -3.174248, -1.329625], [-9.728446, 0.264722, -1.365642], [-1.655795, -0.193335, 4.855500], [-1.099533, 0.149412, 3.633663], [4.469846, -1.269768, 2.000125], [-7.808475, 1.206098, -1.606583], [3.452765, 0.613787, -1.574874], [0.933509, 0.079462, 1.265027], [-0.945106, 6.030069, -2.131138], [2.110085, 2.063855, -2.376588], [4.010040, 2.928131, -1.779850], [5.602494, -0.807095, 2.646159], [2.179114, -0.641960, -1.764015], [-8.126119, -1.152980, -1.395592], [-0.650705, -0.266257, 0.915966], [3.366398, -0.434119, 1.908357], [-1.239312, 1.404969, 0.758914], [-2.038315, 2.238879, -2.175732], [-3.250178, -3.050149, 3.951917], [2.466094, 1.445403, 2.366859], [-1.500813, 0.443444, 5.719041], [1.049792, -3.623353, 3.943494], [0.069915, 1.854288, -2.194505], [2.072400, -4.949749, -3.952467]],
  "atomic_forces_ev_per_a": [[0.0, 0.0, 0.0], [0.0, -0.1, -0.4], [0.0, -0.1, 0.1], [0.0, -0.2, 0.2], [0.3, 0.2, -0.1], [0.0, 0.0, 0.0], [0.2, 0.2, 0.0], [-0.1, 0.0, 0.0], [0.3, 0.1, 0.2], [-0.3, 0.5, 0.0], [0.0, 0.0, 0.1], [-0.2, -0.4, 0.1], [0.3, 0.0, 0.1], [0.0, 0.0, 0.0], [0.0, 0.0, 0.1], [-0.1, -0.1, 0.0], [0.6, -0.1, -0.1], [0.0, 0.0, 0.0], [0.1, 0.0, 0.0], [0.0, 0.1, 0.0], [-0.6, 0.2, -0.1], [0.0, 0.0, -0.2], [0.0, 0.0, 0.0], [0.0, 0.0, 0.0], [-0.2, -0.1, 0.0], [-0.1, -0.1, -0.4], [0.0, 0.0, 0.0], [-0.1, -0.1, 0.0], [0.0, 0.0, 0.0], [-0.1, 0.3, -0.3], [-0.1, 0.2, 0.0], [0.0, -0.1, 0.0], [-0.4, -0.1, 0.0], [0.0, 0.0, 0.0], [0.0, 0.0, 0.0], [0.1, 0.2, -0.3], [0.0, 0.0, 0.0], [0.0, 0.0, -0.1], [0.0, 0.0, -0.1], [-0.1, 0.0, 0.0], [-0.1, 0.0, -0.1], [0.0, 0.0, 0.0], [0.0, -0.1, 0.0], [0.0, -0.1, 0.0], [0.2, 0.1, 0.1], [0.0, 0.1, 0.0], [-0.1, 0.0, 0.0], [0.0, 0.0, 0.0], [0.0, 0.0, 0.2], [0.0, 0.0, 0.0], [-0.1, 0.0, 0.0], [0.0, 0.0, 0.0], [0.0, 0.0, 0.0], [0.0, 0.0, 0.0], [-0.3, 0.2, 0.5], [0.1, 0.1, -0.1], [0.0, 0.0, 0.1], [0.0, 0.0, 0.0], [0.0, -0.1, 0.0], [0.1, 0.0, 0.1], [0.0, 0.1, 0.0], [0.0, 0.0, -0.1], [0.0, 0.0, 0.0], [-0.1, -0.1, 0.2], [0.0, 0.0, 0.0], [0.0, 0.0, 0.0], [0.0, 0.0, 0.0], [0.0, 0.1, 0.0], [-0.2, 0.1, 0.4], [0.1, 0.0, -0.1], [0.0, 0.0, 0.0], [-0.4, 0.2, -0.3], [-0.1, -0.7, 0.1], [0.0, 0.0, 0.0], [-0.1, -0.1, 0.0], [0.3, 0.1, 0.5], [0.2, 0.1, -0.1], [0.0, 0.0, 0.0], [0.1, 0.0, 0.0], [0.1, 0.0, -0.1], [0.1, -0.1, -0.1], [0.0, 0.1, 0.0], [0.1, 0.0, 0.0], [0.2, -0.3, 0.1], [0.0, 0.0, 0.0], [0.0, 0.0, 0.0], [0.1, 0.0, 0.0], [0.1, -0.1, 0.0], [-0.3, 0.1, -0.2], [0.0, 0.0, 0.0], [-0.3, 0.1, -0.2], [0.1, -0.1, 0.0], [0.2, 0.0, 0.1], [-0.1, -0.2, -0.2], [0.0, 0.0, 0.0], [0.1, 0.0, 0.0], [0.0, 0.0, -0.1], [0.0, 0.0, 0.1], [0.1, 0.0, 0.0], [0.0, 0.0, 0.0]],
  "lowdin_charge": [-0.064, -0.139, -0.044, -0.067, -0.352, -0.070, -0.590, -0.097, -0.377, -0.066, -0.061, -0.075, -0.294, 0.100, -0.319, 0.116, -0.320, 0.105, 0.082, 0.127, 0.863, -0.047, 0.105, 0.109, -0.060, -0.138, -0.068, 0.112, 0.097, -0.086, -0.047, -0.079, -0.118, -0.065, 0.109, -0.068, 0.105, 0.112, -0.062, -0.072, -0.144, 0.116, 0.114, -0.052, -0.511, 0.127, 0.108, -0.077, 0.104, 0.112, -0.079, 0.089, -0.061, 0.106, -0.090, 0.089, 0.110, 0.090, 0.124, -0.315, -0.055, 0.104, 0.112, -0.081, 0.106, -0.069, 0.109, 0.113, -0.394, -0.010, -0.085, 1.096, -0.154, 0.111, 0.104, -0.083, 0.779, 0.104, -0.072, -0.066, -0.072, -0.076, -0.309, -0.360, 0.087, 0.091, -0.056, -0.061, 0.737, -0.153, 0.751, -0.326, -0.332, -0.258, 0.107, 0.106, 0.106, -0.060, 0.037, 0.110],
  "gap_ha": 0.1556,
  "energy_ev": -170908.614
}

=====

No. 2
{
  "formula": "C18H22AuN2O2",
  "method": "ωB97M-V with the def2-TZVPD basis set",
  "elements": ["H", "C", "H", "N", "C", "C", "C", "Au", "H", "C", "H", "H", "C", "C", "N", "H", "O", "H", "H", "O", "H", "H", "C", "H", "H", "C", "C", "C", "H", "H", "H", "H", "H", "H", "H", "C", "C", "C", "C", "H", "C", "C", "H", "H", "C"],
  "xyz": [[0.978179, -1.505876, 3.325266], [2.273946, 1.081236, 1.266781], [-0.579148, 1.556001, 3.010341], [1.740656, -0.146637, 1.028337], [5.058371, 2.936299, 3.126252], [2.206981, -1.440698, 1.537208], [-3.060997, -0.017281, -0.383303], [-0.088610, -0.264507, -0.016828], [3.991563, 0.635330, 2.542588], [-2.937189, 0.412422, 1.085212], [1.261736, 4.509721, -0.859860], [5.318025, 3.994915, 3.160974], [3.185364, 3.776251, 1.674535], [2.072099, 3.518982, 0.871884], [-1.759235, 0.882599, 1.480628], [0.152003, -2.061321, 1.865611], [-2.003079, -0.453668, -0.955185], [-2.335213, 1.176809, 4.766929], [3.364286, -0.895457, 3.318886], [-4.181180, 0.050501, -0.885772], [3.285215, -1.914098, -0.275689], [-4.596498, 0.413974, 4.024853], [1.650858, 2.222614, 0.677845], [1.598218, -2.442059, -0.293277], [2.802614, -3.349558, 0.657767], [2.489666, -2.353740, 0.329446], [3.411455, 1.400608, 2.054720], [3.481674, -1.464510, 2.396520], [-4.961661, -0.049151, 1.576501], [0.785055, 2.047057, 0.047467], [1.341493, -3.114828, 2.656049], [0.290764, 4.691884, 0.595929], [5.921066, 2.383807, 2.747169], [3.681969, -2.502169, 2.670355], [3.530065, 4.792597, 1.835470], [-1.562520, 1.164601, 2.764149], [-2.544635, 0.979226, 3.723675], [-3.795606, 0.540900, 3.306305], [-4.004459, 0.270672, 1.963891], [4.343539, -1.094525, 1.840638], [1.101884, -2.078063, 2.402143], [3.846976, 2.704787, 2.254392], [1.794900, 5.609359, 0.422777], [4.872684, 2.597552, 4.148227], [1.315510, 4.650663, 0.221183]],
  "atomic_forces_ev_per_a": [[0.0, 0.0, 0.0], [0.0, 0.1, 0.0], [0.0, -0.1, 0.1], [-0.4, 0.0, -0.3], [-0.1, 0.0, -0.1], [0.1, -0.3, 0.0], [-0.2, 0.0, 0.0], [0.4, -0.3, -0.1], [-0.1, 0.3, -0.1], [0.2, 0.0, -0.1], [0.0, 0.0, 0.0], [0.0, 0.0, 0.0], [0.0, 0.1, 0.0], [0.1, 0.0, 0.1], [-0.2, 0.2, 0.3], [0.0, 0.0, 0.0], [0.3, 0.2, 0.2], [0.0, 0.0, 0.0], [0.0, -0.1, 0.0], [0.1, -0.1, 0.1], [0.0, 0.0, 0.0], [0.0, 0.0, 0.0], [-0.1, -0.2, 0.0], [0.0, 0.0, 0.0], [0.0, 0.0, 0.0], [-0.1, 0.1, 0.1], [0.2, 0.0, 0.2], [0.0, -0.1, -0.1], [0.0, 0.0, 0.0], [0.0, 0.0, 0.0], [0.0, 0.0, 0.0], [0.0, 0.0, 0.0], [0.0, 0.0, 0.0], [0.0, 0.0, 0.0], [0.0, 0.0, 0.0], [-0.1, 0.1, 0.0], [0.0, 0.0, 0.0], [0.0, 0.0, 0.0], [-0.1, 0.0, 0.0], [0.0, -0.1, 0.1], [0.0, 0.1, -0.1], [0.0, 0.0, 0.0], [0.0, 0.0, 0.0], [0.0, 0.0, 0.0], [0.0, -0.1, 0.0]],
  "nbo_charge": [0.200, 0.211, 0.206, -0.706, -0.621, 0.121, 0.744, 0.603, 0.192, 0.103, 0.212, 0.201, -0.323, 0.005, -0.453, 0.219, -0.768, 0.209, 0.206, -0.684, 0.205, 0.204, -0.298, 0.222, 0.184, -0.614, -0.312, -0.622, 0.235, 0.204, 0.189, 0.213, 0.205, 0.199, 0.185, 0.038, -0.271, -0.187, -0.227, 0.207, -0.616, -0.003, 0.198, 0.204, -0.622],
  "gap_ha": 0.2424,
  "total_charge": -1,
  "energy_ev": -29792.688
}

=====

How do the records compare in LUMO level? In the order shown, they have -0.0094; 0.1100 Ha.
How do the records compare in highest occupied orbital energy? In the order shown, they have -4.49; -3.60 eV.